18 unconnected molecules or ions with the total composition C81H108N18O27, computed with ωB97M-V with the def2-TZVPD basis set.

CARTESIAN COORDINATES (ANGSTROEM)
C  -39.2912  -9.7075  14.2620
O  -38.8969  -10.4885  15.1222
N  -40.5545  -9.4115  14.0756
C  -40.9455  -8.3512  13.1525
C  -41.5433  -10.2053  14.7336
H  -38.5968  -9.0990  13.6622
H  -41.6199  -8.7174  12.3784
H  -40.0931  -7.8101  12.7418
H  -41.5426  -7.6036  13.6746
H  -42.5365  -10.1754  14.2855
H  -41.2329  -11.2251  14.9610
H  -41.8092  -9.7053  15.6649
C  -32.9766  -1.7616  12.9507
O  -32.0002  -1.8097  13.7241
N  -32.8783  -1.4833  11.6427
C  -34.0694  -1.4369  10.7778
C  -31.5716  -1.3326  10.9141
H  -34.0045  -1.9400  13.3025
H  -34.3419  -0.4426  10.4239
H  -34.9311  -1.8939  11.2643
H  -33.7352  -1.8753  9.8375
H  -30.6708  -1.7052  11.4016
H  -31.6271  -1.8545  9.9588
H  -31.3877  -0.2887  10.6598
C  -32.9452  -1.7197  1.7654
O  -32.8110  -1.2575  2.8786
N  -32.1934  -2.5996  1.1584
C  -30.9326  -3.1030  1.6695
C  -32.6381  -3.1300  -0.1332
H  -33.8099  -1.4677  1.1322
H  -31.0664  -4.1452  1.9595
H  -30.5780  -2.4430  2.4612
H  -30.1972  -3.1451  0.8661
H  -32.3631  -4.1707  -0.3047
H  -33.7110  -3.2285  -0.2982
H  -32.4324  -2.4293  -0.9425
C  -36.9232  4.7962  10.0438
O  -36.8108  5.9951  9.8984
N  -36.2391  3.8486  9.3441
C  -36.5164  2.3906  9.5917
C  -35.1543  4.1024  8.4156
H  -37.6564  4.3769  10.7500
H  -37.1786  2.1872  10.4332
H  -35.5226  1.9986  9.8083
H  -36.9382  1.8636  8.7358
H  -35.4046  4.9132  7.7313
H  -34.2999  4.4792  8.9779
H  -34.9095  3.1831  7.8835
C  -41.6199  -4.9055  14.3675
O  -41.8385  -5.2795  15.5411
N  -42.4488  -5.0171  13.2945
C  -41.9939  -4.7843  11.8915
C  -43.7473  -5.7366  13.4647
H  -40.6237  -4.4881  14.1539
H  -41.0925  -4.1791  11.7942
H  -42.7886  -4.3240  11.3044
H  -41.8181  -5.7368  11.3915
H  -43.9401  -6.2577  12.5270
H  -43.7639  -6.2808  14.4090
H  -44.5240  -4.9799  13.5761
C  -33.1560  -4.4207  6.8669
O  -33.2488  -5.2632  7.7638
N  -32.9696  -4.7660  5.5963
C  -32.6037  -3.6997  4.6198
C  -32.6166  -6.0839  5.1141
H  -33.2132  -3.3443  7.0911
H  -32.6386  -2.7348  5.1255
H  -33.2703  -3.7806  3.7612
H  -31.6186  -3.9475  4.2246
H  -31.5466  -6.2874  5.0702
H  -33.1371  -6.8469  5.6929
H  -33.0426  -6.1221  4.1116
C  -33.1009  -5.9730  13.8879
O  -33.9214  -6.1611  14.8489
N  -33.5105  -5.6522  12.6373
C  -32.5481  -5.6585  11.5152
C  -34.8974  -5.1570  12.3910
H  -32.0200  -6.1527  13.9954
H  -32.0576  -4.7135  11.2817
H  -33.0723  -5.9891  10.6186
H  -31.8218  -6.4539  11.6824
H  -35.3267  -5.8693  11.6865
H  -35.4748  -5.1679  13.3155
H  -34.9488  -4.1448  11.9898
C  -37.3839  -4.9426  3.3164
O  -36.4556  -4.1473  3.2255
N  -37.4245  -5.9841  4.2169
C  -38.5730  -6.8785  4.1585
C  -36.2904  -6.4100  4.9748
H  -38.3329  -4.8843  2.7613
H  -39.3724  -6.6002  3.4717
H  -39.0117  -6.9470  5.1539
H  -38.2830  -7.9048  3.9332
H  -36.5247  -6.6897  6.0019
H  -35.8408  -7.1772  4.3444
H  -35.5605  -5.6008  4.9990
C  -33.9626  3.4587  4.0678
O  -34.2051  3.8855  5.1963
N  -33.8407  2.1671  3.8094
C  -33.6616  1.7804  2.4046
C  -33.9243  1.1409  4.8156
H  -33.8098  4.0666  3.1627
H  -33.8163  2.5384  1.6368
H  -34.5128  1.1288  2.2067
H  -32.6939  1.3354  2.1731
H  -34.6326  1.4631  5.5789
H  -34.2124  0.1476  4.4713
H  -32.9292  1.1360  5.2605
C  -35.6628  -8.9290  7.1469
C  -36.9740  -9.3535  6.8231
C  -38.0067  -8.9113  7.5815
C  -37.7676  -8.0671  8.6579
C  -36.4986  -7.5187  8.9034
C  -35.4353  -7.9810  8.1507
N  -38.9051  -7.7825  9.5888
O  -40.0244  -8.1586  9.2537
O  -38.6584  -7.1484  10.6207
H  -34.7507  -9.2342  6.6557
H  -37.2051  -10.0835  6.0615
H  -38.9617  -9.3728  7.3777
H  -36.3532  -6.7783  9.6760
H  -34.4318  -7.6365  8.3528
C  -29.9497  3.6612  8.0590
C  -29.2707  2.5710  7.5672
C  -29.9322  1.3499  7.4654
C  -31.1955  1.1900  8.0450
C  -31.7577  2.2281  8.7318
C  -31.2075  3.5061  8.7253
N  -31.9480  -0.0557  7.8639
O  -33.1599  -0.1063  8.2570
O  -31.4065  -1.0038  7.2856
H  -29.5004  4.6428  8.0304
H  -28.2633  2.6323  7.1828
H  -29.4207  0.5286  6.9855
H  -32.6915  2.0174  9.2319
H  -31.7699  4.2959  9.2010
C  -44.5551  2.4717  10.9817
C  -43.9572  1.8079  9.9248
C  -42.5755  1.5842  9.8788
C  -41.7989  2.0926  10.9341
C  -42.3991  2.9231  11.9060
C  -43.7732  3.1325  11.9603
N  -40.4096  1.8170  10.8491
O  -40.1350  0.6638  10.5688
O  -39.5518  2.6028  11.1968
H  -45.6177  2.6643  10.9636
H  -44.5019  1.3956  9.0883
H  -42.2442  0.9581  9.0636
H  -41.7356  3.2617  12.6880
H  -44.2084  3.8377  12.6528
C  -44.4230  -7.1694  9.1701
C  -43.1117  -6.8015  8.8510
C  -42.6911  -6.6476  7.5441
C  -43.4949  -6.9958  6.4664
C  -44.8522  -7.4277  6.8169
C  -45.3256  -7.3125  8.1288
N  -43.0578  -6.9545  5.0500
O  -43.8630  -7.0262  4.1217
O  -41.8473  -6.8826  4.8505
H  -44.7243  -7.1686  10.2072
H  -42.4027  -6.4712  9.5957
H  -41.6192  -6.5543  7.4503
H  -45.5855  -7.6172  6.0470
H  -46.3493  -7.4866  8.4258
C  -36.0594  -1.9053  7.2619
C  -36.3491  -3.2419  6.9753
C  -37.3096  -3.8780  7.7748
C  -37.9842  -3.1940  8.8111
C  -37.6411  -1.8533  9.1143
C  -36.7106  -1.2165  8.3183
N  -39.1644  -3.7671  9.5084
O  -39.4996  -3.2523  10.5206
O  -39.7865  -4.6823  8.9774
H  -35.3233  -1.3841  6.6679
H  -35.7869  -3.7975  6.2393
H  -37.6457  -4.8305  7.3927
H  -38.1291  -1.1778  9.8013
H  -36.5064  -0.1604  8.4144
C  -32.8465  2.5331  16.7504
C  -32.2501  3.4442  15.9289
C  -32.4698  3.4727  14.5337
C  -33.3272  2.4335  14.0511
C  -33.9092  1.4554  14.9175
C  -33.7074  1.5775  16.2643
N  -33.6813  2.5249  12.5964
O  -33.2615  3.4431  11.9075
O  -34.3292  1.5603  12.2278
H  -32.6950  2.6808  17.8095
H  -31.6630  4.2521  16.3400
H  -32.0710  4.2566  13.9069
H  -34.6824  0.7714  14.6001
H  -34.1117  0.8474  16.9498
C  -42.9457  -1.8306  9.3356
C  -44.2801  -1.4615  9.4913
C  -45.2524  -2.0480  8.6767
C  -44.9275  -2.9654  7.6958
C  -43.5806  -3.3016  7.5241
C  -42.6147  -2.7459  8.3627
N  -45.9845  -3.6306  6.8749
O  -45.5937  -4.3942  5.9644
O  -47.1518  -3.2867  6.9950
H  -42.1676  -1.3650  9.9222
H  -44.6192  -0.7488  10.2285
H  -46.3119  -1.9530  8.8633
H  -43.2368  -4.0372  6.8120
H  -41.6078  -3.1078  8.2159
C  -40.5419  -2.1113  15.7288
C  -39.3333  -2.7101  15.9371
C  -38.3017  -2.6352  14.9963
C  -38.4718  -1.7150  13.9185
C  -39.6796  -1.1322  13.6694
C  -40.8074  -1.4040  14.5111
N  -37.3070  -1.5026  13.0184
O  -37.2787  -0.5089  12.2463
O  -36.4548  -2.3767  12.9715
H  -41.3473  -2.2193  16.4401
H  -39.3220  -3.3648  16.7960
H  -37.4437  -3.2566  15.2065
H  -39.8695  -0.5931  12.7531
H  -41.7215  -0.8645  14.3118
C  -37.3802  -0.1911  3.9022
C  -37.3506  1.0201  4.6233
C  -38.3099  1.2750  5.5520
C  -39.2716  0.2877  5.8950
C  -39.3651  -0.8802  5.1071
C  -38.4097  -1.1274  4.1507
N  -40.2746  0.5451  6.9123
O  -40.5270  1.7555  7.1156
O  -40.7756  -0.4109  7.4256
H  -36.6613  -0.3678  3.1159
H  -36.5600  1.7125  4.3741
H  -38.2535  2.1710  6.1523
H  -40.0594  -1.6823  5.3095
H  -38.4683  -2.0695  3.6259

HOMO energy	-8.540	eV
max |F|	0.0786	Eh/bohr
total energy	-6167.465619	Eh
frontier orbital gap	7.41	eV
energy relative to the best compared isomer or geometry (same formula, charge and spin)	0.000	eV

Results of the Mulliken charge analysis, in e, for atoms 1 through 99: number 1, C, carries 0.120; number 2, O, carries -0.632; number 3, N, carries 0.215; number 4, C, carries -0.682; number 5, C, carries -1.036; number 6, H, carries 0.343; number 7, H, carries 0.333; number 8, H, carries -0.075; number 9, H, carries 0.356; number 10, H, carries 0.357; number 11, H, carries 0.328; number 12, H, carries 0.341; number 13, C, carries 0.103; number 14, O, carries -0.750; number 15, N, carries 0.765; number 16, C, carries 0.258; number 17, C, carries -1.044; number 18, H, carries 0.374; number 19, H, carries -0.183; number 20, H, carries -0.334; number 21, H, carries -0.200; number 22, H, carries 0.425; number 23, H, carries 0.263; number 24, H, carries 0.170; number 25, C, carries 0.000; number 26, O, carries -0.509; number 27, N, carries 0.213; number 28, C, carries -1.078; number 29, C, carries -1.135; number 30, H, carries 0.364; number 31, H, carries 0.312; number 32, H, carries 0.326; number 33, H, carries 0.466; number 34, H, carries 0.380; number 35, H, carries 0.383; number 36, H, carries 0.373; number 37, C, carries 0.057; number 38, O, carries -0.618; number 39, N, carries 0.238; number 40, C, carries -0.062; number 41, C, carries -0.776; number 42, H, carries 0.359; number 43, H, carries 0.064; number 44, H, carries 0.064; number 45, H, carries -0.054; number 46, H, carries 0.371; number 47, H, carries 0.209; number 48, H, carries 0.133; number 49, C, carries 0.082; number 50, O, carries -0.722; number 51, N, carries 0.324; number 52, C, carries 0.119; number 53, C, carries -1.015; number 54, H, carries 0.469; number 55, H, carries -0.373; number 56, H, carries 0.384; number 57, H, carries -0.076; number 58, H, carries 0.171; number 59, H, carries 0.402; number 60, H, carries 0.389; number 61, C, carries 0.113; number 62, O, carries -0.735; number 63, N, carries 0.698; number 64, C, carries -0.936; number 65, C, carries -1.052; number 66, H, carries 0.326; number 67, H, carries 0.184; number 68, H, carries 0.264; number 69, H, carries 0.308; number 70, H, carries 0.330; number 71, H, carries 0.105; number 72, H, carries 0.399; number 73, C, carries 0.075; number 74, O, carries -0.623; number 75, N, carries 0.334; number 76, C, carries -0.743; number 77, C, carries -0.556; number 78, H, carries 0.331; number 79, H, carries 0.180; number 80, H, carries 0.059; number 81, H, carries 0.487; number 82, H, carries 0.359; number 83, H, carries 0.234; number 84, H, carries -0.029; number 85, C, carries -0.024; number 86, O, carries -0.513; number 87, N, carries 0.467; number 88, C, carries -0.928; number 89, C, carries 0.194; number 90, H, carries 0.308; number 91, H, carries 0.368; number 92, H, carries 0.157; number 93, H, carries 0.331; number 94, H, carries -0.407; number 95, H, carries 0.615; number 96, H, carries -0.570; number 97, C, carries -0.033; number 98, O, carries -0.495; number 99, N, carries 0.397